This record from the Open Molecules 2025 dataset describes the molecule C5H6O. The level of theory is ωB97M-V/def2-TZVPD.

Geometry as XYZ:
```
12
Properties=species:S:1:pos:R:3:forces:R:3
C 1.522812 -0.931864 -0.499229 0.07 -0.10 -0.01
C 1.095331 0.538977 -0.589728 0.01 0.04 -0.01
C -0.305520 0.658761 -0.191111 -0.44 -0.02 0.27
C -1.414233 0.596589 0.284059 0.55 -0.04 -0.10
C -2.606441 0.381615 1.077931 -0.02 -0.22 0.23
O -2.670992 -0.524431 1.879092 -0.12 0.35 -0.29
H 1.303729 -1.323832 0.498477 0.07 0.06 -0.16
H 0.971105 -1.537632 -1.224079 0.10 0.09 0.10
H 2.593330 -1.041075 -0.693212 -0.13 0.03 0.00
H 1.268254 0.945881 -1.591732 -0.09 -0.06 0.13
H 1.684667 1.148143 0.106732 -0.05 -0.06 -0.12
H -3.442040 1.088868 0.942801 0.06 -0.06 -0.04
```
Forces are in eV/Å.

Results
- Structure (SMILES): CCC#CC=O
- Gap between HOMO and LUMO: 10.596 eV
- Max |F|: 0.0109 Eh/bohr
- Energy above the lowest of the compared OMol25 structures with the same formula, charge and spin: 42.70 kcal per mole
- Molar mass: 82.1 g/mol
- E_LUMO: 0.0129 Eh
- E_HOMO: -10.246 eV
- E_tot: -7327.433 eV